105
Properties=species:S:1:pos:R:3:forces:R:3:mulliken_charge:R:1 method="wB97M-V/def2-TZVPD" charge=-1 lumo_energy_ev=1.63 homo_lumo_gap_ev=6.43 total_energy_ev=-287256.587 de_lowest_kcal_mol=1.1 e_homo_ev=-4.797
Bi 0.7697 -0.6943 0.1155 -0.26 -0.28 -0.61 1.76
O 2.2040 1.0179 0.2515 -0.38 0.22 0.08 -0.76
C 2.1171 2.1682 0.8462 0.09 -0.04 -0.02 0.58
C 3.2354 3.0324 0.7673 0.10 0.03 -0.04 -0.56
C 3.2381 4.2726 1.3526 -0.06 -0.01 0.00 -0.50
C 2.1127 4.7345 2.0448 -0.01 0.16 0.03 -0.82
C 1.0239 3.9071 2.1561 -0.09 -0.10 0.00 -0.70
C 0.9940 2.6172 1.5919 0.29 0.21 -0.15 0.72
C -0.1672 1.8291 1.8896 -0.13 -0.33 0.15 -0.74
N -0.4074 0.6029 1.5789 0.26 0.34 0.10 1.10
N -1.5864 0.0918 2.0580 -0.67 -0.05 0.06 -0.94
C -1.6791 -1.2153 1.9403 0.32 0.45 0.17 0.33
O -0.7509 -1.9847 1.5315 -0.06 0.08 -0.26 -0.27
C -2.9913 -1.7936 2.3534 -0.20 -0.01 -0.05 0.26
C -4.1239 -0.9855 2.4638 0.08 -0.03 0.03 -0.56
C -5.3382 -1.5290 2.8480 0.02 -0.01 0.05 -0.69
C -5.4370 -2.8865 3.1276 -0.02 0.00 -0.02 -0.42
C -4.3204 -3.6983 2.9966 -0.06 -0.02 0.05 -1.03
C -3.1068 -3.1554 2.6024 0.20 -0.07 0.01 0.29
H 4.0964 2.6631 0.2242 -0.02 -0.01 -0.01 0.51
H 4.1199 4.8998 1.2888 0.00 -0.01 -0.07 0.43
H 2.1047 5.7228 2.4862 -0.01 -0.03 0.02 0.39
H 0.1488 4.2331 2.7091 0.01 0.03 0.00 0.36
H -0.9186 2.2988 2.5243 -0.05 0.00 -0.05 0.21
H -4.0296 0.0680 2.2450 0.01 0.04 0.00 0.43
H -6.2082 -0.8902 2.9384 -0.01 -0.01 -0.02 0.39
H -6.3830 -3.3119 3.4405 0.00 0.01 -0.02 0.38
H -4.3964 -4.7573 3.2119 0.03 0.00 -0.03 0.42
H -2.2303 -3.7835 2.4963 0.05 0.02 0.02 0.29
Se 2.6596 -1.3180 2.0656 0.29 -0.60 0.40 -0.49
P 2.1703 -3.4392 1.7540 0.37 -0.02 0.40 0.08
Se 1.4831 -3.9665 -0.1914 0.05 -0.11 0.04 -0.48
C 3.7111 -4.3436 2.1753 -0.08 0.06 -0.10 0.79
C 4.3170 -5.1899 1.2583 -0.02 0.02 0.02 -0.36
C 5.5122 -5.8206 1.5783 0.03 -0.02 0.01 -0.58
C 6.1047 -5.6037 2.8125 -0.02 -0.05 -0.07 -0.40
C 5.4893 -4.7689 3.7371 0.02 0.00 0.11 -0.68
C 4.2959 -4.1415 3.4233 0.00 -0.01 -0.05 -0.50
C 1.0469 -4.0143 3.0829 -0.07 0.13 -0.17 0.55
C 0.5434 -5.3094 3.0153 0.01 0.00 0.03 -0.57
C -0.3263 -5.7649 3.9947 -0.03 -0.09 -0.06 -0.61
C -0.7098 -4.9268 5.0320 -0.02 0.07 0.06 -0.52
C -0.2089 -3.6350 5.0993 -0.04 -0.06 0.02 -0.60
C 0.6706 -3.1803 4.1278 0.02 -0.01 -0.01 -0.14
H 3.8474 -5.3392 0.2940 0.01 0.01 -0.01 0.27
H 5.9786 -6.4806 0.8571 0.02 0.02 0.00 0.38
H 7.0451 -6.0838 3.0535 -0.01 -0.01 0.03 0.36
H 5.9469 -4.6103 4.7061 -0.02 0.03 -0.01 0.37
H 3.8182 -3.4777 4.1346 0.03 0.00 0.03 0.37
H 0.8238 -5.9453 2.1836 -0.03 -0.02 0.00 0.40
H -0.7241 -6.7713 3.9397 0.02 0.00 -0.02 0.39
H -1.4129 -5.2730 5.7799 0.02 -0.02 0.00 0.40
H -0.5199 -2.9721 5.8970 0.01 0.00 0.00 0.39
H 1.0515 -2.1687 4.1636 -0.01 0.05 -0.04 0.32
C 1.7463 5.6752 -4.8731 0.08 0.03 0.02 -1.62
C 2.3989 5.3214 -3.5270 -0.01 0.00 -0.08 1.77
C 2.2694 6.5237 -2.5816 -0.01 -0.14 -0.08 -1.61
C 3.8905 5.0652 -3.7634 -0.09 0.03 0.04 -2.15
C 1.7002 4.0895 -2.9523 -0.04 0.03 -0.04 -0.14
C 2.2521 2.8143 -3.0203 -0.01 0.00 -0.03 0.24
C 1.5275 1.7437 -2.5495 -0.12 -0.23 0.05 -0.36
Br 2.2309 -0.0262 -2.7833 0.13 0.21 -0.10 -0.20
C 0.2566 1.8258 -1.9328 -0.01 -0.08 -0.20 1.03
O -0.3118 0.7531 -1.4418 0.07 0.13 0.12 -0.51
C -0.3434 3.1148 -1.9686 -0.06 -0.08 0.04 -0.71
C 0.4051 4.1834 -2.4544 0.03 -0.03 0.00 -0.62
C -1.8245 3.4005 -1.6435 -0.02 -0.02 -0.03 2.31
C -2.5316 3.6665 -2.9865 0.00 -0.03 0.10 -1.70
C -1.9511 4.6498 -0.7543 0.06 -0.04 -0.06 -1.81
C -2.5771 2.2641 -0.9407 0.13 0.04 -0.04 -2.05
H 2.2422 6.5397 -5.3259 -0.02 0.01 0.00 0.46
H 0.6892 5.9125 -4.7411 -0.01 0.00 -0.01 0.31
H 1.8211 4.8337 -5.5647 -0.02 0.00 0.00 0.33
H 2.7818 7.3903 -3.0083 -0.02 0.01 0.02 0.47
H 2.7148 6.2886 -1.6179 0.06 0.02 0.15 0.31
H 1.2277 6.7941 -2.4108 0.00 0.03 0.00 0.33
H 4.3822 6.0004 -4.0404 0.02 -0.02 -0.03 0.46
H 4.0501 4.3515 -4.5735 0.03 -0.03 0.03 0.35
H 4.3651 4.6810 -2.8582 0.04 0.01 -0.02 0.40
H 3.2275 2.6342 -3.4508 -0.01 0.02 0.02 0.40
H -0.0727 5.1551 -2.4690 0.00 0.02 -0.01 0.22
H -2.0042 4.4288 -3.5617 -0.04 0.03 -0.01 0.26
H -3.5608 3.9999 -2.8215 0.00 -0.02 0.01 0.45
H -2.5560 2.7509 -3.5815 0.00 0.01 -0.03 0.34
H -1.7027 5.5672 -1.2907 0.01 0.02 0.03 0.35
H -1.2845 4.5695 0.1045 0.01 0.01 0.08 0.23
H -2.9777 4.7451 -0.3921 0.00 0.01 -0.02 0.52
H -2.5567 1.3517 -1.5296 -0.03 -0.04 0.03 0.16
H -3.6178 2.5678 -0.7898 0.02 0.04 0.00 0.54
H -2.1363 2.0382 0.0289 -0.04 -0.07 0.03 0.34
N -4.7923 -3.5678 -4.7578 0.27 0.10 0.07 -0.34
C -4.7030 -3.8261 -3.4415 -0.49 -0.25 -0.09 0.31
S -5.8761 -4.7118 -2.6867 0.07 0.04 0.02 -0.40
C -3.5263 -3.2636 -2.7390 0.23 0.13 0.15 1.13
C -2.8419 -2.1535 -3.2322 -0.06 -0.16 0.05 -1.03
C -1.7333 -1.6899 -2.5399 0.03 0.05 -0.15 -0.84
N -1.2952 -2.2511 -1.4189 -0.03 0.22 0.05 0.33
C -1.9583 -3.2972 -0.9327 -0.04 -0.09 -0.06 -0.61
C -3.0704 -3.8398 -1.5564 0.02 0.09 -0.15 -0.75
H -5.5526 -3.9817 -5.2661 -0.06 0.02 -0.03 0.21
H -4.0351 -3.1374 -5.2600 0.00 -0.04 -0.01 0.19
H -3.1755 -1.6286 -4.1183 0.04 0.04 0.01 0.37
H -1.1674 -0.8301 -2.8823 -0.08 0.03 0.03 0.48
H -1.5722 -3.7152 -0.0124 0.04 0.03 0.02 0.44
H -3.5745 -4.7001 -1.1430 -0.04 0.00 0.03 0.38